A molecular structure, C42H42FNO2PTl in a non-equilibrium geometry, computed with ωB97M-V with the def2-TZVPD basis set.

Values from the calculation:
orbital gap: 6.4 eV
total energy: -2444.448366 a.u.
energy relative to the best compared isomer or geometry (same formula, charge and spin): 9.9 kcal/mol
strongest force on any atom: 2.226 eV/A

Each line ends with the Löwdin charge.
Element x y z (Å)
Tl: -0.400 -0.010 -1.214  0.95
P: 0.428 -0.093 1.748  1.09
F: -4.194 -5.185 -3.242  0.05
O: 4.520 0.443 -0.087  0.00
O: -3.769 -1.069 -0.579  0.13
N: 2.402 -0.027 -0.671  0.12
C: -1.298 2.694 -2.268  -0.67
C: 2.870 -0.281 -3.098  -0.40
C: 3.337 -1.524 4.235  -0.06
C: 0.780 2.524 2.443  -0.11
C: 0.170 1.339 2.849  -0.36
C: -3.608 2.327 -1.193  -0.05
C: -0.355 -2.681 2.615  -0.10
C: 3.304 -0.073 0.219  -0.33
C: -4.446 2.315 -0.081  -0.09
C: -0.557 1.323 4.033  -0.09
C: -3.152 -4.146 -1.397  0.00
C: -0.897 4.142 -2.607  -0.06
C: -3.158 -4.486 -2.720  -0.28
C: 3.349 0.476 -4.333  -0.06
C: -2.077 -1.019 2.427  -0.12
C: 2.982 0.618 -1.862  -0.29
C: -2.110 -4.143 -3.572  0.00
C: 0.014 1.943 -1.963  -0.25
C: -0.073 3.653 4.381  -0.09
C: -2.085 -3.375 -0.903  -0.16
C: 0.109 -2.271 -1.198  -0.20
C: -0.953 -3.109 -1.703  -0.35
C: -1.837 3.157 0.166  -0.06
C: -2.677 -1.339 -0.758  -0.08
C: 4.433 -1.065 2.155  -0.01
C: -2.652 -3.281 3.005  -0.09
C: -1.028 -3.465 -3.064  -0.03
C: -3.981 2.721 1.156  -0.10
C: -2.663 3.154 1.273  -0.08
C: -1.935 2.091 -3.521  -0.09
C: -1.313 -3.634 2.929  -0.08
C: 3.594 -1.613 -2.936  -0.06
C: -0.724 -1.359 2.374  -0.38
C: 4.486 -1.528 3.456  -0.06
C: 0.665 3.674 3.206  -0.08
C: -2.281 2.730 -1.092  -0.21
C: 3.231 -0.629 1.593  -0.12
C: 2.147 -1.086 3.686  -0.09
C: 4.418 0.958 -1.430  -0.07
C: -0.681 2.476 4.793  -0.08
C: -3.031 -1.970 2.749  -0.08
C: 2.062 -0.664 2.358  -0.27
H: -0.812 3.484 0.279  0.09
H: 0.346 -2.387 -0.144  0.03
H: 4.679 -1.484 -2.963  0.08
H: 4.613 2.029 -1.390  0.13
H: 3.335 -2.294 -3.747  0.08
H: 0.686 -2.976 2.558  0.11
H: -1.936 -3.385 0.172  0.11
H: -1.767 4.734 -2.896  0.09
H: -3.397 -4.025 3.251  0.10
H: -2.173 -4.426 -4.613  0.12
H: 2.774 1.392 -4.471  0.08
H: -0.429 4.627 -1.749  0.08
H: 2.388 1.516 -2.062  0.10
H: -0.179 4.138 -3.427  0.08
H: -2.393 -0.005 2.200  0.11
H: -0.200 -3.206 -3.713  0.12
H: 5.332 -1.022 1.559  0.12
H: 1.339 2.550 1.513  0.10
H: -1.255 2.454 5.710  0.10
H: -0.175 4.552 4.973  0.10
H: 1.140 4.588 2.877  0.11
H: 0.444 2.371 -1.041  -0.02
H: -1.035 0.411 4.368  0.10
H: 4.404 0.746 -4.246  0.08
H: 3.245 -0.134 -5.230  0.08
H: 1.799 -0.474 -3.228  0.11
H: 3.338 -2.100 -1.994  0.07
H: -4.075 -1.687 2.783  0.11
H: -4.634 2.706 2.019  0.10
H: -1.180 2.043 -4.304  0.08
H: -2.278 3.488 2.229  0.09
H: 5.426 -1.869 3.868  0.11
H: -2.780 2.680 -3.884  0.08
H: -3.988 -4.404 -0.761  0.13
H: -4.006 1.997 -2.143  0.10
H: 1.255 -1.072 4.300  0.11
H: -1.009 -4.657 3.111  0.11
H: 0.994 -2.195 -1.817  0.02
H: 5.189 0.475 -2.030  0.12
H: 3.369 -1.854 5.264  0.11
H: -2.292 1.071 -3.345  0.06
H: -5.467 1.974 -0.191  0.10